{"formula": "C51H94F30N10O21S10", "method": "ωB97M-V with the def2-TZVPD basis set", "homo_lumo_gap_ev": 7.7, "e_homo_ev": -8.60, "charge": 0, "multiplicity": 1, "lumo_energy_ev": -0.8523, "relative_energy_kcal_mol": 41.7, "symbols": ["C", "C", "C", "N", "C", "C", "C", "C", "C", "C", "H", "H", "H", "H", "H", "H", "H", "H", "H", "H", "H", "H", "H", "H", "H", "H", "H", "H", "H", "H", "C", "C", "C", "N", "C", "C", "C", "C", "C", "C", "H", "H", "H", "H", "H", "H", "H", "H", "H", "H", "H", "H", "H", "H", "H", "H", "H", "H", "H", "H", "C", "C", "C", "N", "C", "C", "C", "C", "C", "C", "H", "H", "H", "H", "H", "H", "H", "H", "H", "H", "H", "H", "H", "H", "H", "H", "H", "H", "H", "H", "C", "C", "C", "N", "C", "C", "C", "C", "C", "C", "H", "H", "H", "H", "H", "H", "H", "H", "H", "H", "H", "H", "H", "H", "H", "H", "H", "H", "H", "H", "C", "N", "C", "C", "C", "C", "O", "H", "H", "H", "H", "H", "H", "H", "H", "H", "H", "H", "H", "H", "H", "C", "F", "F", "F", "S", "O", "O", "N", "S", "O", "O", "C", "F", "F", "F", "C", "F", "F", "F", "S", "O", "O", "N", "S", "O", "O", "C", "F", "F", "F", "C", "F", "F", "F", "S", "O", "O", "N", "S", "O", "O", "C", "F", "F", "F", "C", "F", "F", "F", "S", "O", "O", "N", "S", "O", "O", "C", "F", "F", "F", "C", "F", "F", "F", "S", "O", "O", "N", "S", "O", "O", "C", "F", "F", "F"], "coordinates": [[-7.51406, 2.01493, -5.79118], [-6.15490, 1.95456, -5.03324], [-5.26386, 3.24959, -5.13934], [-4.05412, 3.31086, -4.18145], [-3.25515, 4.56259, -4.47870], [-1.99186, 4.74101, -3.65561], [-1.01067, 3.52905, -3.91923], [-1.81775, 2.20519, -3.71117], [-3.13163, 2.09322, -4.54187], [-4.35017, 3.22227, -2.61979], [-7.91106, 3.02795, -5.72569], [-8.32856, 1.39252, -5.42063], [-7.39362, 1.93941, -6.87187], [-5.66276, 1.10722, -5.51063], [-6.16014, 1.55578, -4.01883], [-5.74740, 4.21627, -4.99851], [-4.74985, 3.30945, -6.09867], [-2.95563, 4.66753, -5.52148], [-3.82404, 5.48403, -4.35464], [-1.53586, 5.61796, -4.11509], [-2.02502, 4.87270, -2.57410], [-0.56122, 3.67253, -4.90183], [-0.19413, 3.41864, -3.20567], [-1.25706, 1.42885, -4.23177], [-2.13798, 1.88649, -2.71921], [-2.90732, 1.92623, -5.59540], [-3.65200, 1.18832, -4.22808], [-5.20482, 3.88119, -2.46657], [-3.52279, 3.49730, -1.96567], [-4.64805, 2.20817, -2.35338], [6.77957, 1.20213, 1.73006], [5.73672, 1.26440, 2.96088], [6.26292, 2.15857, 4.10536], [5.30383, 2.63131, 5.24242], [4.92502, 1.26145, 5.83404], [4.12731, 1.40057, 7.12935], [4.84478, 2.23507, 8.26828], [5.09774, 3.65774, 7.57726], [6.02368, 3.56679, 6.28743], [4.08415, 3.41217, 4.59967], [6.78549, 2.05845, 1.05570], [6.36605, 0.46441, 1.04241], [7.75385, 0.91575, 2.12612], [5.76355, 0.29497, 3.45844], [4.69966, 1.42119, 2.66419], [6.76828, 3.07250, 3.79320], [7.06427, 1.63066, 4.62231], [5.83536, 0.68628, 6.00303], [4.31811, 0.75097, 5.08626], [3.91959, 0.42423, 7.56720], [3.21633, 1.93318, 6.85627], [5.75584, 1.77000, 8.64482], [4.12977, 2.23182, 9.09099], [5.38309, 4.41852, 8.30382], [4.10325, 3.98211, 7.27088], [7.00266, 3.17920, 6.56937], [6.04955, 4.49624, 5.71863], [3.32525, 2.63892, 4.71907], [4.32329, 3.62545, 3.55783], [3.86920, 4.30727, 5.18335], [-4.33818, 5.67765, 4.68480], [-4.93928, 4.25730, 4.74348], [-4.57252, 3.59041, 3.38511], [-5.06961, 2.09956, 3.36142], [-4.76722, 1.42192, 1.99047], [-3.28465, 1.35363, 1.77734], [-2.59745, 0.73336, 2.99002], [-2.96163, 1.38003, 4.35294], [-4.47314, 1.39353, 4.53988], [-6.60552, 2.03941, 3.60848], [-3.25842, 5.77236, 4.56976], [-4.55125, 6.16216, 5.63767], [-4.63433, 6.32416, 3.85872], [-6.01034, 4.40176, 4.88501], [-4.48326, 3.76808, 5.60419], [-3.48623, 3.60440, 3.29623], [-5.08844, 4.11656, 2.58194], [-5.16438, 2.22337, 1.36754], [-5.34442, 0.49964, 1.92457], [-2.84634, 2.29779, 1.45401], [-3.03463, 0.74728, 0.90674], [-1.57753, 0.90884, 2.64785], [-2.72706, -0.33460, 3.16543], [-2.40060, 2.31229, 4.41797], [-2.53355, 0.72140, 5.10862], [-4.81818, 1.74165, 5.51347], [-4.82925, 0.36344, 4.52614], [-6.89760, 1.00689, 3.41691], [-6.94091, 2.58002, 2.72341], [-6.98244, 2.37501, 4.57461], [-1.65960, -7.72689, -1.72864], [-0.94427, -7.26839, -2.94356], [-0.88403, -5.71993, -3.09877], [-0.49198, -5.25981, -4.49993], [-0.36150, -3.70401, -4.41401], [-0.62243, -2.91053, -5.74570], [-1.98924, -3.37453, -6.42688], [-1.90667, -4.85975, -6.66592], [-1.75270, -5.61586, -5.37278], [0.72845, -5.97573, -5.09628], [-2.50414, -7.04027, -1.67031], [-1.09274, -7.42533, -0.84783], [-1.76710, -8.81111, -1.69706], [-1.33326, -7.68840, -3.87113], [0.07604, -7.57581, -2.71433], [-0.15568, -5.27732, -2.41929], [-1.85461, -5.23953, -2.97501], [-1.01606, -3.32440, -3.62944], [0.70325, -3.71709, -4.18107], [-0.71058, -1.87306, -5.42325], [0.24519, -2.92322, -6.40537], [-2.69372, -3.07953, -5.64920], [-2.10452, -2.86400, -7.38300], [-2.89456, -5.12329, -7.04372], [-1.23768, -5.15627, -7.47377], [-2.69522, -5.50098, -4.83749], [-1.58341, -6.66292, -5.62398], [0.38627, -7.00634, -5.19045], [1.42227, -5.73490, -4.29085], [0.92508, -5.44629, -6.02855], [2.41114, 1.65322, -0.02786], [1.43057, 0.42793, -0.08587], [2.32308, -0.79008, 0.29172], [0.33162, 0.56916, 1.05975], [0.85018, 0.43863, -1.52272], [-0.04982, -0.68911, -1.91460], [-1.24673, -0.71709, -1.14738], [1.79465, 2.55210, -0.02048], [3.09793, 1.62365, -0.87376], [2.85337, 1.58439, 0.96603], [3.23005, -0.73747, -0.31056], [1.57173, -1.51566, -0.01990], [2.46977, -0.83956, 1.37067], [0.90507, 0.92193, 1.91696], [0.08615, -0.45517, 1.34011], [-0.53017, 1.20930, 0.87101], [1.72130, 0.33886, -2.17024], [0.40629, 1.43340, -1.48407], [0.45977, -1.63946, -1.75562], [-0.27618, -0.66123, -2.98047], [-1.80975, -1.45167, -1.40233], [4.80623, -2.84655, 6.01484], [6.03386, -2.94247, 5.36660], [4.63229, -3.87869, 6.79359], [4.78091, -1.65769, 6.65043], [3.43863, -2.82335, 4.58122], [3.94335, -1.92132, 3.51679], [3.27785, -4.22292, 4.10491], [1.98083, -2.40215, 5.43382], [1.04407, -2.03250, 4.25865], [0.98287, -0.54840, 4.11673], [1.19527, -2.80253, 3.02034], [-0.76618, -2.60381, 4.91995], [-0.68156, -3.87102, 5.42606], [-1.13740, -1.72989, 5.87721], [-1.64614, -2.48569, 3.86644], [-1.04287, -3.88949, 0.71356], [-0.17267, -4.31134, -0.17291], [-1.10215, -4.65562, 1.79022], [-0.53692, -2.70381, 1.10742], [-2.85500, -3.57879, -0.00927], [-3.69350, -4.77588, 0.07863], [-3.31303, -2.44694, 0.73747], [-2.55095, -2.93124, -1.59358], [-3.94360, -3.06003, -2.16645], [-4.09098, -4.13608, -3.17271], [-5.20823, -2.97626, -1.42997], [-3.96285, -1.37683, -3.29578], [-3.88060, -0.34771, -2.45329], [-2.97237, -1.54085, -4.18741], [-5.11640, -1.27862, -3.96522], [-2.59242, 5.34967, 0.78671], [-2.61161, 6.15429, -0.22970], [-2.95022, 6.01282, 1.87659], [-3.48609, 4.36395, 0.47539], [-0.81305, 4.63020, 0.95025], [-0.68674, 3.55917, 0.01120], [0.03853, 5.84607, 0.68609], [-0.73089, 3.93015, 2.58685], [0.36690, 4.69724, 3.28244], [1.74362, 4.36673, 2.85539], [0.07242, 6.13071, 3.53556], [0.06068, 3.78351, 4.97428], [-1.10118, 4.22891, 5.50238], [0.02208, 2.45719, 4.80093], [1.18959, 4.05877, 5.60701], [4.33629, -4.38642, -0.08419], [4.78051, -5.53074, 0.40394], [3.88802, -3.73438, 1.01481], [5.30817, -3.64593, -0.65541], [2.86222, -4.73255, -1.36086], [2.04141, -5.72460, -0.65915], [2.14612, -3.47983, -1.62443], [3.72814, -5.34434, -2.73823], [3.65187, -6.85215, -2.50211], [4.18689, -7.28296, -1.23376], [2.39540, -7.46817, -2.88998], [5.00204, -7.64906, -3.70044], [6.13988, -7.00315, -3.70069], [5.14194, -8.95528, -3.46829], [4.62943, -7.67802, -4.97894], [2.03076, 1.43026, -5.61095], [1.14536, 0.73830, -4.91122], [2.85655, 0.62185, -6.25023], [1.44351, 2.29494, -6.41946], [3.07730, 2.48966, -4.34534], [3.69982, 3.63595, -4.99317], [2.14301, 2.83255, -3.24781], [4.12926, 1.26486, -3.76074], [5.32807, 2.13286, -3.28814], [6.40303, 2.27268, -4.30006], [5.01855, 3.29497, -2.44196], [6.06240, 0.82021, -2.04642], [6.63513, -0.16091, -2.74081], [6.95362, 1.51536, -1.33685], [5.13374, 0.30913, -1.24564]], "atomic_forces_ev_per_a": [[0.1, 1.8, 0.4], [0.5, -0.4, -0.6], [0.3, -0.4, 0.7], [1.0, -1.4, 0.0], [0.1, 1.1, 0.8], [2.0, -1.3, -0.6], [-1.6, -0.2, 1.3], [-0.7, -0.2, -2.5], [0.5, 0.5, 1.6], [-0.9, 0.1, -1.5], [-0.2, 0.2, 0.4], [0.5, -0.4, 0.0], [0.2, -0.7, 0.1], [0.6, 0.2, -0.2], [-0.7, 0.6, 0.3], [-0.6, -0.3, 0.1], [-0.3, -0.1, -0.2], [-0.2, -1.0, -0.2], [-0.9, -0.4, 0.4], [0.1, 0.2, 0.4], [-0.7, 0.3, -0.1], [-0.2, -0.6, -0.2], [0.1, 0.7, 0.0], [0.4, -0.4, 0.8], [1.0, 0.3, 0.3], [-0.4, 1.0, -0.3], [-0.2, 0.3, 0.1], [0.1, 0.1, 0.1], [0.1, 0.2, -0.7], [0.1, 0.0, -0.4], [-2.0, -0.1, 1.0], [1.3, -0.1, 0.2], [0.7, 1.8, 0.3], [0.8, -0.8, -0.6], [-0.8, 0.7, 1.0], [1.1, 0.4, 0.8], [-0.4, 0.6, -2.4], [-0.2, -1.2, 0.2], [-2.1, -0.9, 0.3], [1.1, -1.8, 1.0], [0.3, 0.5, 0.7], [0.4, -0.6, 0.3], [0.0, 0.1, -0.4], [-0.3, -0.4, -0.6], [0.1, 0.4, -0.1], [-0.3, 0.2, -0.5], [-0.1, -0.2, 0.1], [0.1, 0.2, -0.1], [0.1, 0.0, 0.0], [-0.3, -0.1, -0.5], [-0.3, -0.2, 0.4], [0.1, 0.0, -0.3], [0.1, 0.6, 0.1], [0.7, 0.0, -0.3], [0.0, 0.1, -0.2], [0.0, -0.1, -0.4], [0.5, 0.1, 0.5], [-0.5, 0.7, -0.5], [-0.1, 0.0, 0.2], [0.0, -0.2, -0.2], [0.5, 0.6, 0.4], [1.0, 1.1, -1.4], [-1.2, -1.0, 1.6], [-1.3, 0.5, 1.8], [-0.3, 2.1, 0.6], [-0.3, -1.2, 0.0], [0.5, 0.6, 0.0], [1.1, -0.7, -0.4], [1.4, -0.8, -0.6], [1.2, -0.2, -2.2], [0.3, -0.8, 0.2], [-0.2, 0.3, -0.2], [-0.9, -0.2, 0.0], [0.0, -0.4, 0.0], [-0.2, -0.2, -0.2], [-0.2, -0.1, -0.4], [0.2, -0.2, -0.1], [-0.5, -0.5, -0.6], [0.3, 0.0, 0.1], [-0.2, 0.3, 0.7], [-0.4, -0.5, -0.1], [0.5, -0.3, 1.3], [-0.2, -0.1, -0.9], [-0.6, 0.3, 0.4], [0.0, 0.1, 0.2], [0.0, 0.7, -0.4], [0.0, -0.2, -0.4], [0.1, -0.1, 0.3], [-0.8, 0.4, 0.5], [0.6, 0.2, -0.3], [-0.5, 1.4, 0.9], [1.9, 1.0, -0.6], [0.3, -0.6, -0.1], [-3.5, 0.4, -1.2], [1.1, -1.1, -1.6], [-0.7, -0.8, 0.4], [2.9, 0.8, 0.8], [-1.0, 0.3, -0.1], [1.1, -0.7, -0.4], [-1.7, 1.9, 1.5], [-1.1, -1.1, 0.4], [0.3, -0.2, 0.1], [-0.6, 0.3, 0.0], [0.0, -0.3, 0.2], [0.3, -0.2, -1.1], [0.0, -0.1, 0.1], [0.0, -0.1, 0.4], [0.2, -0.4, 0.1], [-0.1, 1.1, 0.6], [0.0, 0.1, 0.0], [-0.1, -0.4, -0.1], [-0.7, -0.4, -0.7], [-0.3, 0.3, 0.3], [-0.1, -0.5, 0.0], [0.4, 0.2, 0.2], [0.4, 0.1, 0.6], [-0.4, 0.0, 0.2], [0.8, 0.1, 0.0], [0.9, -0.9, -0.6], [0.3, -0.4, 0.0], [-1.9, -0.6, 0.6], [0.8, 1.4, 1.2], [-2.5, 0.7, -1.1], [2.1, -0.9, -0.4], [0.7, -0.1, 1.3], [-0.9, -1.1, 1.0], [0.7, 1.9, 0.2], [0.1, 0.1, -0.3], [-0.1, 0.0, 0.2], [0.4, 0.0, -0.3], [-0.2, -0.3, 0.1], [1.1, -1.2, 0.3], [0.1, 0.2, -0.1], [-0.1, 0.3, 0.0], [-0.5, 0.1, -0.3], [0.5, -0.1, -0.7], [0.0, 0.6, -0.1], [-0.2, -0.1, -0.9], [0.4, -0.1, -0.1], [0.1, 0.4, -0.3], [0.0, -0.5, -0.1], [0.1, 0.6, -2.8], [-1.8, 0.1, 1.2], [0.2, 0.5, 0.3], [0.2, -0.9, 0.3], [-0.5, -3.2, -2.0], [-0.7, -0.3, 2.7], [1.1, 2.7, 1.8], [3.5, -0.7, -0.5], [-2.6, 1.9, -2.2], [-0.6, -2.1, 0.0], [-0.4, 1.1, 1.5], [2.0, 0.5, -0.7], [-0.8, 1.9, -0.9], [-0.3, -0.9, -0.3], [1.0, -0.7, 1.7], [0.6, 1.5, 0.3], [-0.6, -1.0, -0.4], [-0.5, -0.2, -0.8], [-1.2, -0.1, -0.3], [0.0, -0.3, 1.6], [2.2, 1.2, -0.7], [0.3, 0.2, 0.6], [1.1, -2.0, 3.3], [-6.4, -0.4, -6.1], [1.3, 1.2, 0.6], [2.1, 1.0, 0.3], [-0.9, -4.0, 1.9], [0.7, 0.7, -0.8], [0.1, 1.6, 0.3], [0.4, 0.3, -0.1], [0.8, -1.1, 0.5], [0.2, 1.0, -1.0], [-0.2, -0.5, -0.1], [0.1, 0.2, 0.7], [2.5, 2.4, 1.2], [-0.8, -0.5, -0.3], [-2.6, -3.3, 1.0], [-3.0, 0.2, -5.6], [3.1, 3.0, 3.3], [-1.9, 0.3, 0.8], [0.6, -2.5, -0.1], [0.5, 0.6, -3.4], [1.3, -0.5, 0.5], [-0.4, 0.4, 0.5], [-0.4, 0.3, 1.8], [-0.7, 0.2, 0.8], [0.4, 0.5, -0.8], [-0.3, 0.3, -1.3], [-0.6, -0.7, 0.3], [-0.3, -0.1, 0.9], [1.2, 1.3, -1.1], [1.6, -1.0, -0.5], [-1.7, 3.5, 1.7], [1.1, -5.2, 0.3], [0.1, -0.3, -0.6], [0.5, 0.2, -0.6], [-1.7, 0.1, -0.9], [1.0, 0.2, 1.0], [0.4, 0.1, 1.6], [-1.1, 1.0, -1.2], [2.4, 1.4, 1.8], [-0.5, -0.3, -0.3], [-0.6, 0.0, -0.4], [-0.5, -0.3, -0.4], [-0.7, -0.1, 2.3], [-0.8, -1.8, -0.2], [0.5, -0.7, -1.9], [-3.0, 2.0, -1.8], [4.8, 0.3, 1.0], [-1.9, 0.0, 1.9], [0.2, -1.5, -0.9], [-0.6, 1.8, -2.3], [0.1, 0.1, 0.7], [0.3, -0.7, 0.3], [0.0, -0.2, 0.5]]}